1.
A 7-piece molecular cluster, C43H96F2NO14P overall in a non-equilibrium geometry. Source: the Open Molecules 2025 dataset; level of theory: the ωB97M-V functional and the def2-TZVPD basis.

Values from the calculation:
Molecular weight in g mol⁻¹: 920.20
Energy in Ha: -3344.51285
Kohn-Sham gap in eV: 8.079
SMILES: CCCCCCCCCCCCCCP(CCC)N(C(=O)F)C(=O)F.COCCOC.COCCOC.COCCOC.COCCOC.COCCOC.COCCOC
E_LUMO in eV: -1.0
HOMO level in eV: -9.0391

Positions of all 157 atoms, in Å:
H1 2.082 -1.240 -6.882
H2 6.123 -4.299 -1.982
C1 -5.996 -0.261 3.836
C2 -4.223 -3.612 -0.468
O1 4.662 -4.436 5.206
H3 -0.516 2.594 4.274
H4 -0.831 4.345 4.477
O2 -2.499 3.149 4.076
C3 5.616 2.348 -5.717
H5 7.918 -3.527 -3.790
H6 1.674 -3.951 2.602
H7 -7.056 -2.033 3.136
H8 -8.913 6.578 7.810
F1 1.809 2.408 -4.019
H9 6.075 2.806 -3.461
H10 -6.311 10.750 5.355
C4 0.891 -3.165 -6.612
N1 0.628 0.146 -3.749
C5 -3.667 4.433 5.798
H11 2.004 -5.234 -6.294
H12 -7.438 9.698 4.471
H13 3.012 -3.149 1.751
H14 3.050 -4.171 6.443
H15 -6.499 -3.563 -3.889
H16 -4.396 0.834 1.170
C6 -0.001 0.148 0.628
H17 -0.166 -3.525 -6.234
H18 2.291 0.920 4.085
H19 -4.521 1.723 2.704
H20 7.564 2.216 -4.481
H21 5.882 0.160 -5.131
C7 -3.225 -2.384 -2.231
O3 -1.844 -0.104 -4.277
H22 6.361 -1.854 -1.574
H23 -0.565 -0.665 0.163
C8 -6.957 9.871 5.438
C9 1.092 -1.538 -6.286
C10 7.258 -3.757 -4.742
H24 -0.110 -1.255 4.907
O4 -8.006 -0.303 2.444
H25 5.344 -5.521 2.087
H26 3.483 0.115 -5.155
H27 -2.748 -1.628 -1.600
O5 -2.799 5.572 5.777
H28 4.857 -6.357 4.403
C11 -5.504 -4.358 -0.849
H29 7.339 0.857 -6.184
H30 -9.739 8.110 7.449
C12 4.127 -1.403 -1.842
H31 -5.020 -4.407 -3.388
C13 -5.694 8.759 7.106
C14 5.461 0.140 -7.379
C15 5.414 -3.663 -2.683
H32 -7.735 10.051 6.185
H33 0.911 -3.321 -7.796
O6 -6.175 8.726 5.759
H34 0.249 0.885 -0.142
C16 6.522 -1.046 -7.889
C17 3.715 -0.171 -2.878
H35 3.998 -1.689 -4.698
H36 -6.155 -4.413 0.030
H37 4.627 0.562 -3.010
C18 5.741 -4.114 -4.230
H38 5.639 -5.300 -4.273
H39 -2.171 7.099 4.565
H40 0.211 -0.901 -6.718
C19 -2.908 3.151 5.448
H41 -1.493 -0.448 4.136
H42 -5.695 9.784 7.498
H43 -0.628 0.612 1.395
C20 -6.503 7.824 8.007
O7 1.192 -0.395 1.182
O8 3.428 -5.007 2.560
C21 6.299 -2.424 -6.969
O9 -3.274 -3.628 -1.541
H44 -2.049 3.007 6.114
C22 7.368 -2.450 -5.726
C23 -0.439 -0.712 4.015
O10 0.165 1.737 -5.680
H45 2.270 -4.028 -4.865
O11 0.308 0.492 3.880
H46 6.283 -5.308 4.331
C24 -7.847 -0.891 1.158
H47 -4.444 -2.586 -0.153
C25 -8.781 7.585 7.401
C26 -7.277 -1.007 3.454
H48 4.315 -4.006 -2.437
H49 -8.273 -0.212 0.414
H50 -8.391 -1.841 1.115
H51 -5.527 -0.777 4.680
C27 5.193 -5.329 4.222
C28 -2.973 6.357 4.602
H52 3.137 -3.724 -6.523
H53 -3.581 2.297 5.578
C29 1.665 0.244 3.493
H54 -5.283 -5.385 -1.167
C30 -6.074 -4.243 -3.146
H55 6.248 -1.279 -9.026
H56 2.768 -5.317 5.117
H57 5.615 3.079 -6.648
P1 1.474 -1.265 -4.436
C31 -0.821 -0.134 -3.419
H58 -8.472 7.524 6.355
H59 6.990 4.015 -4.707
H60 -4.050 4.347 6.821
O12 -5.048 -0.276 2.763
C32 3.352 -0.766 -4.364
O13 -7.840 8.306 8.189
H61 -3.933 6.882 4.646
H62 4.388 -0.291 -7.163
H63 1.961 -0.783 3.733
C33 -1.114 3.443 3.928
H64 8.452 -2.477 -6.216
H65 -7.928 -1.062 4.334
H66 -6.617 -5.192 -3.189
C34 6.163 0.841 -6.067
H67 5.166 -3.844 2.628
H68 -0.909 3.604 2.866
C35 4.832 -4.872 2.807
H69 4.882 -3.684 -4.907
C36 6.607 2.924 -4.501
H70 2.858 0.443 -2.367
C37 -4.999 0.967 2.072
H71 2.987 -3.213 3.540
H72 -2.623 -2.517 -3.133
H73 7.639 -0.684 -7.802
H74 4.545 2.256 -5.220
H75 -6.217 0.765 4.151
H76 6.509 -3.332 -7.680
C38 5.556 -2.042 -2.410
H77 -2.925 5.747 3.696
O14 -6.232 -3.654 -1.860
F2 -1.144 -0.420 -1.972
C39 3.505 -4.964 5.844
C40 2.750 -3.758 2.622
H78 1.583 1.574 1.768
H79 5.314 0.986 -8.201
C41 2.129 -4.088 -6.026
H80 5.160 -2.365 -6.623
H81 -4.222 -2.045 -2.527
H82 2.949 0.446 1.782
H83 -5.995 1.306 1.777
H84 -0.341 -1.351 3.134
H85 7.753 -4.695 -5.259
H86 -4.524 4.579 5.130
H87 -6.504 6.801 7.614
H88 7.322 -1.482 -5.039
H89 4.254 -0.916 -0.780
H90 3.791 -5.785 6.510
H91 -6.794 -1.056 0.916
H92 -6.038 7.802 8.998
H93 -4.655 8.411 7.080
H94 3.260 -2.199 -1.815
H95 5.901 -1.441 -3.366
C42 1.882 0.547 2.009
H96 -3.754 -4.129 0.376
C43 0.818 1.406 -4.562


2.
A 6-piece molecular cluster, C43H99Br2FINO23P7 overall in a non-equilibrium geometry. Source: the Open Molecules 2025 dataset; level of theory: the ωB97M-V functional and the def2-TZVPD basis.

Values from the calculation:
Molecular weight in g mol⁻¹: 1520.78
Energy in Ha: -11417.50850
Kohn-Sham gap in eV: 5.505
Total charge: +1
E_LUMO in eV: -5.5
HOMO level in eV: -10.9818

Positions of all 177 atoms, in Å:
O1 -1.254 -5.635 4.373
C1 0.916 -1.354 4.565
C2 4.587 -0.757 5.532
H1 -3.231 10.398 -11.216
O2 -1.819 -7.524 -2.130
C3 -3.889 -3.439 5.627
P1 1.513 3.235 -5.560
H2 -3.645 -9.992 4.477
C4 -4.080 -8.425 -2.032
H3 1.209 0.557 -7.382
H4 6.566 2.316 1.191
C5 5.927 -1.525 4.959
O3 -3.625 9.933 -9.277
H5 8.614 0.851 0.521
H6 -1.513 -1.213 8.618
C6 1.233 0.789 -4.294
H7 -2.663 5.313 -9.448
H8 7.762 -0.167 4.907
H9 4.942 0.803 1.838
H10 3.535 -3.289 -2.726
H11 -6.048 11.744 -5.942
H12 0.050 7.326 -5.893
H13 -3.714 -9.413 -1.735
O4 0.037 2.605 -6.012
H14 5.690 -2.469 4.297
H15 -0.334 5.685 -6.458
H16 -0.427 0.092 -6.898
H17 -4.778 9.597 -10.997
C7 -4.794 -3.911 6.755
H18 -5.803 13.019 -7.150
H19 -5.066 -8.279 -1.580
C8 -4.247 11.531 -7.100
C9 0.148 0.736 -7.571
C10 -0.200 2.196 -7.354
H20 8.059 -1.929 2.899
H21 0.600 1.525 6.422
C11 -5.693 11.948 -6.957
H22 -1.510 6.597 -9.032
O5 -2.826 -4.353 5.409
P2 -4.585 9.036 -8.250
C12 -2.448 -9.688 -5.070
O6 -2.399 3.176 8.446
H23 1.055 -5.059 -0.979
C13 0.661 -0.691 3.071
O7 -0.714 -8.387 -3.981
H24 -4.109 12.456 -10.124
O8 1.604 4.175 -6.787
H25 -4.450 -3.264 4.703
H26 -3.672 11.973 -6.278
O9 0.927 4.387 -4.510
H27 -5.662 11.655 -9.851
C14 -1.587 0.771 9.469
C15 -3.719 -8.008 5.328
H28 -1.311 6.301 10.047
H29 -0.073 0.435 -8.599
H30 -0.008 -8.145 2.516
H31 6.530 -1.919 5.896
C16 0.375 -4.554 -1.678
H32 -2.860 6.182 -7.063
C17 -0.510 -7.185 2.661
C18 3.208 -1.672 5.320
H33 0.548 -6.555 4.402
H34 1.011 0.419 -3.286
H35 -2.073 -9.379 5.015
O10 -4.531 -5.603 4.304
C19 -1.449 -9.590 -3.939
O11 -0.776 1.933 9.604
C20 4.939 -0.360 1.584
C21 -4.787 11.686 -10.506
C22 6.746 2.067 0.038
P3 -0.851 3.160 8.478
H36 8.296 -0.114 2.449
C23 6.858 -0.701 0.072
H37 -3.080 -8.797 -5.126
Br1 6.177 -0.537 -4.027
H38 -3.544 5.505 10.977
H39 2.844 0.549 -5.724
C24 -2.572 6.366 -9.180
C25 -0.121 6.296 -5.577
C26 1.622 1.594 6.802
H40 3.340 -2.428 4.427
H41 1.552 -0.926 2.317
H42 -5.117 -4.946 6.622
H43 -4.687 -7.789 4.870
H44 1.650 -5.056 -3.328
C27 -3.122 -7.335 -1.591
H45 4.637 -0.504 6.675
H46 -3.024 -7.364 -0.501
H47 -5.676 -3.274 6.836
C28 -1.757 5.340 9.768
H48 1.115 6.294 -3.823
H49 5.685 2.002 -0.471
C29 1.068 5.771 -4.785
H50 -3.539 -6.357 -1.844
H51 -0.665 0.017 7.665
H52 -0.782 -7.612 4.771
C30 -3.019 -9.098 4.541
H53 2.139 2.346 6.197
H54 0.074 -4.475 -3.835
H55 -1.929 -9.774 -6.029
H56 0.921 -1.211 -0.435
H57 -2.554 0.990 9.011
H58 -0.727 -10.410 -4.038
C31 1.647 1.988 8.262
H59 -4.254 -3.879 7.710
H60 -4.370 6.263 -7.952
O12 -0.694 4.426 9.550
C32 7.653 0.716 -0.155
H61 -6.341 11.392 -7.640
P4 -1.394 -6.844 -3.593
H62 7.628 -1.505 -0.322
F1 8.178 0.676 -1.571
N1 4.469 -0.465 0.116
C33 7.470 -0.899 2.765
H63 -2.317 5.515 8.844
C34 -2.662 4.868 10.896
H64 -0.328 -1.164 2.648
C35 0.582 -5.091 -3.086
P5 -2.983 -5.618 4.337
H65 -2.121 4.900 11.851
C36 2.473 0.091 -4.803
H66 -3.443 -2.478 5.906
O13 2.113 -0.697 5.116
H67 -3.797 11.922 -8.011
O14 -4.085 10.133 -7.010
H68 6.299 0.641 4.030
H69 -3.925 -8.372 6.340
O15 -2.909 -6.846 5.463
C37 6.376 -1.154 1.570
H70 -0.636 -4.740 -1.308
H71 -1.268 2.342 -7.549
O16 -5.033 8.054 -9.361
H72 0.520 0.478 3.142
H73 3.011 -2.335 6.289
H74 2.016 5.974 -5.294
H75 0.339 2.813 -8.078
P6 2.874 -0.051 -0.592
O17 3.751 -2.303 -2.867
O18 1.413 2.184 -4.190
O19 -3.377 8.063 -7.645
C38 5.440 -0.993 -0.697
H76 -1.533 -7.254 2.281
H77 -5.117 11.989 -11.504
O20 0.170 -6.446 -3.182
H78 2.268 -0.968 -4.988
H79 -3.083 -10.570 -4.943
O21 1.869 -1.463 -0.221
H80 -2.985 3.832 10.763
H81 -2.797 -8.762 3.524
H82 1.025 -2.529 4.549
H83 0.006 -1.014 5.247
I1 5.929 -3.313 1.223
H84 -1.027 6.268 -4.958
H85 -4.198 -8.424 -3.118
H86 2.680 2.223 8.543
Br2 1.958 1.801 0.354
H87 0.355 0.548 -4.891
H88 -2.903 6.976 -10.025
H89 -1.917 -9.733 -2.967
C39 -4.102 10.334 -10.556
H90 4.361 0.277 4.982
C40 -0.485 -6.791 4.121
H91 7.333 2.995 -0.392
P7 5.381 -1.927 -2.361
H92 3.278 0.160 -4.065
C41 -3.354 6.669 -7.910
O22 -2.002 -5.464 -3.245
C42 -0.887 -0.320 8.682
H93 4.107 -0.766 2.310
C43 6.837 -0.397 4.192
H94 2.124 0.633 6.657
H95 -1.793 0.406 10.481
H96 0.059 -0.600 9.156
H97 1.350 1.167 8.912
H98 0.006 -6.433 2.056
H99 0.574 -3.483 -1.640
O23 0.878 3.143 8.514